C54H42N5O7RuS | ωB97M-V/def2-TZVPD

Atoms and positions in Å:
Ru -1.253 -0.172 -0.487
C 5.339 -4.447 -6.369
O 4.570 -3.334 -6.783
C 3.768 -2.745 -5.864
C 3.139 -1.564 -6.254
C 2.302 -0.894 -5.385
C 2.096 -1.366 -4.090
C 2.724 -2.550 -3.709
C 3.542 -3.246 -4.585
C 1.140 -0.748 -3.143
C 1.577 -0.469 -1.847
C 2.937 -0.466 -1.423
C 2.939 -0.561 -0.059
C 1.577 -0.621 0.365
N 0.767 -0.448 -0.706
C 1.089 -0.957 1.689
C 0.030 -0.165 2.226
C -0.191 0.254 3.550
C -1.198 1.213 3.513
C -1.614 1.331 2.186
C -2.650 2.199 1.619
C -2.591 3.626 1.855
C -1.478 4.169 2.443
C -0.904 5.845 0.755
C -2.209 6.171 0.100
O -2.071 7.142 -0.828
C -3.161 7.417 -1.689
C -3.420 5.605 0.464
C -3.618 4.489 1.276
C -3.391 1.611 0.563
N -3.103 0.298 0.292
C -3.577 -0.003 -0.955
C -2.991 -1.200 -1.470
C -2.708 -2.369 -0.627
C -1.616 -3.208 -0.949
C -1.222 -4.210 -0.095
C -1.911 -4.436 1.098
O -1.425 -5.422 1.870
C -2.041 -5.650 3.127
C -3.030 -3.660 1.402
C -3.415 -2.642 0.552
C -2.312 -1.137 -2.783
C -2.202 -1.818 -4.002
C -0.901 -1.595 -4.442
C -0.239 -0.833 -3.446
N -1.158 -0.498 -2.500
C -4.280 1.108 -1.478
C -4.203 2.097 -0.515
N -0.852 0.496 1.409
C 1.562 -2.158 2.364
C 2.524 -3.036 1.825
C 2.789 -4.273 2.380
C 2.095 -4.706 3.506
O 2.258 -5.918 4.089
C 3.074 -6.864 3.428
C 1.147 -3.854 4.069
C 0.889 -2.623 3.515
H 5.921 -4.753 -7.233
H 4.708 -5.281 -6.050
H 6.015 -4.173 -5.554
H 3.322 -1.190 -7.253
H 1.820 0.022 -5.704
H 2.545 -2.949 -2.718
H 3.974 -4.183 -4.266
H 3.790 -0.395 -2.079
H 3.792 -0.529 0.599
H 0.382 -0.045 4.412
H -1.612 1.752 4.350
H -0.738 3.533 2.905
H -0.222 6.683 0.579
H -2.767 8.043 -2.484
H -3.959 7.955 -1.172
H -3.568 6.497 -2.116
H -4.316 6.063 0.060
H -4.641 4.180 1.452
H -1.079 -3.066 -1.878
H -0.369 -4.838 -0.315
H -1.468 -6.442 3.601
H -3.077 -5.977 3.007
H -2.004 -4.754 3.751
H -3.605 -3.839 2.300
H -4.279 -2.041 0.801
H -2.965 -2.403 -4.488
H -0.449 -1.969 -5.346
H -4.784 1.161 -2.430
H -4.658 3.068 -0.594
H 3.068 -2.770 0.936
H 3.532 -4.905 1.914
H 4.116 -6.538 3.370
H 2.703 -7.068 2.420
H 3.024 -7.773 4.022
H 0.602 -4.193 4.942
H 0.119 -2.008 3.959
N -0.811 3.995 -0.826
C -0.224 4.609 0.185
C 1.055 4.196 0.581
C 1.775 4.658 1.653
C 1.352 5.524 2.701
C 0.139 5.995 3.025
C -1.121 5.633 2.289
S 2.761 6.024 3.768
O 2.157 6.706 4.893
O 3.512 6.869 2.854
O 3.385 4.750 4.072
H -0.455 3.104 -1.137
H -1.769 4.222 -1.055
H 1.511 3.414 -0.020
H 2.794 4.302 1.765
H 0.079 6.651 3.886
H -1.949 6.262 2.617

⟨S²⟩: 9.01
Energy above the lowest of the compared OMol25 structures with the same formula, charge and spin in eV: 6.011
2S+1: 6
LUMO level (spin up / spin down) in eV: -1.424 / -1.967
Orbital gap (spin up / spin down) in eV: 4.5 / 5.6